# C5H7N3

A molecular structure, C5H7N3 at a distorted geometry (the ωB97M-V functional and the def2-TZVPD basis, the OMol25 dataset).

F_max, eV/A: 5.7
Calculated total energy, eV: -9760.0893
E_HOMO, eV: -8.225
Kohn-Sham gap, eV: 7.875
Relative energy (zero: lowest compared OMol25 entry of this formula, charge and spin), kcal per mole: 214.4

The geometry in ORCA input format:
```
! RIJCOSX wB97M-V def2-TZVPD def2/J DEFGRID3
* xyz 0 1
C 1.6692 -0.6346 -0.0166
C 0.2352 -0.9622 0.3951
C -0.8287 -0.0811 0.2302
C -2.1865 -0.5514 0.0675
C -3.2899 -1.0265 -0.1893
H 1.4362 1.2902 0.8725
H 2.7982 1.2637 0.2808
H 3.6396 -0.9885 -0.7292
H -0.1028 -1.8436 0.8328
H -0.0314 1.9591 0.1171
H -2.1433 1.3651 -0.5703
H -4.7053 -0.6091 -0.6742
N 1.7531 0.9766 -0.0571
N 2.6716 -1.3883 -0.3445
N -0.9150 1.2306 -0.2148
*
```